Record 1
Here is a single C17H32N4O molecule from the OMol25 dataset. Energies are from wB97M-V/def2-TZVPD.

Results
Total charge ... 0
Spin multiplicity ... 1
Highest occupied orbital energy ... -7.975 eV
Relative energy (zero: lowest compared OMol25 entry of this formula, charge and spin) ... 0.0 kcal per mole
LUMO level ... 0.7 eV

Structure (XYZ):
```
54
Properties=species:S:1:pos:R:3:forces:R:3
C -3.590 -4.079 -0.203 0.0 0.1 -0.2
C -3.770 -3.089 -1.353 0.1 -0.6 0.1
N -3.684 -1.728 -0.892 0.1 0.5 0.1
C -4.732 -0.994 -0.405 -0.2 0.2 0.1
C -4.211 0.204 -0.023 -0.3 -0.3 0.0
N -2.872 0.219 -0.259 0.4 0.2 0.0
C -2.574 -0.949 -0.774 0.0 -0.1 -0.1
C -1.226 -1.403 -1.235 0.2 0.0 -0.1
N -0.225 -0.384 -1.041 -0.1 -0.3 -0.1
C 0.960 -0.570 -1.849 0.2 0.1 -0.2
C 1.866 0.654 -1.719 0.0 -0.2 -0.1
N 2.187 0.881 -0.325 0.0 0.0 -0.3
C 3.233 1.861 -0.102 0.0 0.1 0.3
C 4.033 1.607 1.181 0.1 -0.1 -0.5
C 4.941 0.373 1.122 -0.1 0.0 0.3
C 5.963 0.420 2.258 -0.1 0.0 -0.3
C 4.134 -0.919 1.197 0.2 0.0 -0.2
C 0.982 1.060 0.475 -0.3 -0.1 0.1
C 0.108 2.267 0.080 0.0 -0.1 0.4
C -0.734 2.801 1.240 0.2 0.4 -0.2
O -1.658 1.878 1.748 -0.3 -0.3 0.1
C 0.167 -0.227 0.346 0.0 0.1 0.3
H -2.617 -3.948 0.265 0.1 0.0 0.1
H -3.666 -5.098 -0.574 0.0 -0.1 0.0
H -4.357 -3.922 0.552 -0.1 0.0 0.1
H -3.004 -3.254 -2.115 -0.1 0.0 0.0
H -4.752 -3.231 -1.813 0.2 0.1 0.0
H -5.731 -1.379 -0.383 -0.2 -0.1 0.0
H -4.702 1.053 0.408 -0.2 0.1 0.1
H -0.963 -2.352 -0.722 0.0 0.1 -0.1
H -1.289 -1.620 -2.310 0.0 0.0 0.1
H 0.669 -0.690 -2.897 0.0 0.0 0.0
H 1.525 -1.469 -1.537 0.0 0.0 0.0
H 2.795 0.463 -2.264 -0.1 0.0 0.0
H 1.366 1.519 -2.185 0.0 0.0 -0.1
H 3.923 1.813 -0.949 0.0 0.0 0.0
H 2.836 2.889 -0.065 0.0 0.0 -0.1
H 3.355 1.512 2.029 0.0 0.1 0.2
H 4.655 2.489 1.354 0.0 0.1 0.1
H 5.483 0.391 0.170 0.0 0.0 0.0
H 5.456 0.438 3.221 -0.1 0.0 0.2
H 6.588 1.307 2.183 0.1 0.1 0.0
H 6.607 -0.457 2.228 0.1 -0.1 0.1
H 4.786 -1.783 1.084 0.1 -0.1 0.1
H 3.382 -0.930 0.415 0.0 -0.1 0.0
H 3.631 -0.992 2.160 -0.1 0.0 0.2
H 1.296 1.171 1.517 0.0 0.0 0.0
H 0.739 3.084 -0.276 0.0 0.1 -0.1
H -0.559 1.960 -0.726 0.0 0.1 -0.1
H -0.091 3.078 2.082 0.0 0.1 -0.1
H -1.257 3.711 0.900 0.2 -0.1 0.1
H -2.128 1.471 0.996 0.1 -0.1 0.1
H -0.724 -0.161 0.967 0.1 0.0 0.0
H 0.780 -1.082 0.684 0.0 0.0 0.0
```
Positions in Å, forces in eV/Å.

---

Record 2
Here is C57H61As2CsN10OS2 as an isolated structure in a non-equilibrium geometry from the OMol25 dataset. Energies are from wB97M-V/def2-TZVPD.

Results
Total charge ... 0
Spin multiplicity ... 1
Highest occupied orbital energy ... -5.673 eV
Relative energy (zero: lowest compared OMol25 entry of this formula, charge and spin) ... 0.0 kcal per mole
LUMO level ... 0.0 eV

Structure (XYZ):
```
134
Properties=species:S:1:pos:R:3:forces:R:3
Cs -0.178 -0.034 0.488 -0.5 -0.3 -0.6
C -3.737 0.446 -1.873 0.0 0.0 0.1
C -4.245 -0.286 -0.674 -0.4 -0.1 -0.1
N -3.538 -0.606 0.356 0.4 0.0 0.1
C -4.277 -1.263 1.311 -0.2 0.1 -0.1
C -5.586 -1.449 0.980 0.0 0.0 -0.1
S -5.906 -0.785 -0.563 0.3 0.0 0.1
C -3.663 -1.654 2.585 0.0 -0.1 0.2
C -4.308 -2.296 3.599 0.0 0.0 0.1
S -3.262 -2.485 4.939 0.1 0.1 -0.2
C -1.998 -1.690 4.043 -0.3 -0.2 0.3
N -2.351 -1.336 2.853 0.1 0.1 -0.2
C -0.667 -1.446 4.663 0.0 0.0 0.0
H -2.812 -0.013 -2.222 0.0 0.0 0.0
H -3.532 1.488 -1.617 0.0 0.0 0.0
H -4.476 0.424 -2.673 0.0 0.0 0.0
H -6.365 -1.926 1.550 0.0 0.0 0.0
H -5.326 -2.644 3.638 0.0 0.0 0.0
H -0.356 -2.299 5.265 0.0 0.0 0.0
H -0.706 -0.566 5.310 0.0 0.0 0.0
H 0.066 -1.258 3.880 0.0 0.0 0.0
C 3.231 4.308 -0.967 0.0 0.0 0.0
C 2.844 5.322 -0.100 0.0 0.0 0.0
C 1.864 5.063 0.836 0.0 0.0 0.0
C 1.259 3.799 0.889 0.1 0.0 -0.1
N 1.638 2.826 0.046 0.0 -0.1 -0.1
C 2.598 3.085 -0.838 0.0 0.0 0.1
C 0.208 3.478 1.884 -0.2 -0.1 0.2
C -0.593 4.508 2.391 0.0 0.1 -0.1
C -1.548 4.243 3.360 0.0 0.0 0.0
C -1.710 2.937 3.805 0.0 0.0 0.1
C -0.927 1.923 3.260 0.1 0.2 0.0
C 0.074 2.137 2.299 -0.1 0.3 0.1
H 4.007 4.457 -1.707 0.0 0.0 0.0
H 3.323 6.293 -0.139 0.0 0.0 0.0
H 1.588 5.817 1.560 0.0 0.0 0.0
H 2.889 2.253 -1.472 0.0 0.0 0.0
H -0.499 5.523 2.015 0.0 0.0 0.0
H -2.167 5.040 3.754 0.0 0.0 0.0
H -2.454 2.716 4.565 0.0 0.0 0.0
H -1.105 0.905 3.610 -0.1 0.1 0.0
C 3.736 -0.379 1.176 0.1 -0.1 -0.1
C 3.964 -1.890 1.074 0.0 0.2 0.1
As 2.446 -2.877 0.317 -0.1 -0.5 0.4
C 3.247 -4.672 0.182 -0.1 -0.2 0.0
C 4.603 -4.939 0.306 0.0 0.0 0.2
C 5.072 -6.245 0.249 0.0 0.1 0.0
C 4.192 -7.298 0.053 -0.1 0.0 0.0
C 2.836 -7.040 -0.097 0.1 -0.1 0.0
C 2.371 -5.736 -0.035 0.0 0.2 0.0
C 1.463 -3.478 1.913 -0.1 0.0 0.1
C 2.122 -3.978 3.033 0.0 0.0 0.0
C 1.421 -4.614 4.044 0.0 0.0 0.0
C 0.044 -4.775 3.944 0.0 0.0 0.0
C -0.624 -4.286 2.834 -0.1 -0.1 0.0
C 0.084 -3.643 1.826 0.1 0.1 0.0
As 2.437 0.117 2.591 0.7 -0.1 0.7
C 3.085 1.913 2.997 0.0 0.2 0.0
C 4.052 2.597 2.276 0.0 -0.1 -0.1
C 4.493 3.849 2.695 0.0 0.0 0.0
C 3.960 4.430 3.832 0.0 0.0 0.0
C 2.987 3.752 4.561 0.0 0.0 0.0
C 2.561 2.504 4.146 0.0 -0.1 0.0
C 3.541 -0.640 4.068 0.0 -0.1 0.0
C 4.879 -0.283 4.237 0.0 0.0 0.0
C 5.636 -0.815 5.270 0.0 0.0 0.0
C 5.061 -1.707 6.167 0.0 0.0 0.0
C 3.728 -2.056 6.025 0.0 0.0 0.0
C 2.979 -1.524 4.982 -0.1 0.1 -0.1
H 3.389 0.019 0.217 0.0 0.1 0.0
H 4.688 0.103 1.404 0.0 0.0 0.0
H 4.229 -2.301 2.051 0.0 -0.1 0.0
H 4.804 -2.079 0.402 -0.1 0.0 0.0
H 5.311 -4.130 0.435 0.0 0.0 0.0
H 6.132 -6.439 0.354 0.0 0.0 0.0
H 4.560 -8.315 0.011 0.0 0.0 0.0
H 2.141 -7.856 -0.251 0.0 0.0 0.0
H 1.307 -5.539 -0.131 0.0 0.0 0.0
H 3.200 -3.897 3.112 0.0 0.0 0.0
H 1.952 -5.000 4.906 0.0 0.0 0.0
H -0.501 -5.278 4.733 0.0 0.0 0.0
H -1.696 -4.421 2.739 0.0 0.1 0.0
H -0.450 -3.285 0.953 0.0 0.0 0.0
H 4.473 2.174 1.372 0.0 0.0 0.0
H 5.248 4.371 2.120 0.0 0.0 0.0
H 4.292 5.411 4.150 0.0 0.0 0.0
H 2.560 4.203 5.448 0.0 0.0 0.0
H 1.798 1.979 4.710 0.0 0.1 0.0
H 5.337 0.430 3.562 0.0 0.0 0.0
H 6.674 -0.528 5.382 0.0 0.0 0.0
H 5.651 -2.122 6.975 0.0 0.0 0.0
H 3.269 -2.742 6.727 0.0 0.0 0.0
H 1.940 -1.805 4.878 0.0 0.0 0.0
N 1.456 -3.592 -3.205 -0.2 -1.1 0.3
C 0.145 -4.255 -3.343 -0.2 0.1 0.1
C -0.914 -3.641 -2.410 0.2 0.1 -0.2
N -1.508 -2.390 -2.868 0.1 0.0 0.1
H 2.094 -3.893 -3.936 0.0 0.1 0.1
H 1.901 -3.851 -2.329 0.0 -0.5 0.0
H 1.535 -2.199 -2.906 -0.2 -0.5 -0.6
H 0.219 -5.331 -3.154 0.1 0.0 0.0
H -0.180 -4.121 -4.377 -0.1 -0.1 0.0
H -0.457 -3.447 -1.436 0.0 -0.1 0.1
H -1.713 -4.367 -2.253 0.0 0.0 0.0
H -2.014 -2.539 -3.733 0.0 0.0 0.0
H -0.778 -1.709 -3.053 -0.1 0.1 0.0
N 2.387 0.739 -3.595 -0.3 0.1 0.0
C 2.551 -0.513 -3.170 -0.5 -0.1 0.1
O 1.440 -1.169 -2.945 0.4 1.7 0.2
C 3.828 -1.050 -2.986 0.1 -0.1 0.1
C 4.955 -0.218 -3.201 0.1 -0.1 0.1
N 5.849 0.495 -3.348 -0.1 0.0 -0.1
C 4.015 -2.365 -2.507 0.1 0.2 -0.1
N 4.138 -3.442 -2.110 0.3 0.2 -0.6
H 1.440 1.108 -3.605 0.1 0.0 0.0
H 3.182 1.351 -3.661 0.0 0.0 -0.1
N -0.683 1.561 -3.404 0.2 0.0 -0.1
C -1.370 2.429 -3.741 0.1 -0.1 0.1
N -2.177 3.426 -4.062 -0.2 0.2 0.1
C -1.564 4.751 -4.252 0.1 0.0 -0.1
C -1.043 4.894 -5.679 -0.2 0.0 0.0
C -2.165 4.622 -6.683 0.1 -0.1 0.0
C -2.803 3.252 -6.439 0.0 0.1 0.1
C -3.277 3.137 -4.992 0.1 -0.1 -0.2
H -0.774 4.878 -3.514 0.0 0.0 0.0
H -2.340 5.492 -4.054 0.0 0.0 0.0
H -0.229 4.179 -5.831 0.0 0.0 0.0
H -0.635 5.896 -5.822 0.0 0.0 0.0
H -1.777 4.675 -7.701 0.0 0.0 0.0
H -2.932 5.398 -6.584 0.0 0.0 0.0
H -2.070 2.463 -6.633 0.0 0.0 0.0
H -3.646 3.096 -7.114 0.0 0.0 0.0
H -3.668 2.145 -4.772 0.0 0.0 0.0
H -4.064 3.868 -4.793 0.0 0.0 0.0
```
Positions in Å, forces in eV/Å.

---

Record 3
Here is a single C18H20N2O5S molecule in a non-equilibrium geometry from the OMol25 dataset. Energies are from wB97M-V/def2-TZVPD.

Results
Total charge ... 0
Spin multiplicity ... 1
Highest occupied orbital energy ... -8.097 eV
Relative energy (zero: lowest compared OMol25 entry of this formula, charge and spin) ... 24.6 kcal per mole
LUMO level ... 0.5 eV

Structure (XYZ):
```
46
Properties=species:S:1:pos:R:3:forces:R:3
C 1.344 5.050 -3.297 0.2 -0.1 0.4
C 1.696 5.064 -1.813 -0.3 0.3 -0.2
O 2.687 4.113 -1.478 0.2 -0.2 0.1
C 2.367 2.789 -1.436 0.1 -0.2 0.0
C 3.444 1.916 -1.273 -0.2 0.2 0.0
C 3.246 0.555 -1.205 -0.2 -0.2 0.0
C 1.960 0.024 -1.288 -0.2 0.8 0.0
N 1.749 -1.354 -1.187 -0.4 -0.9 -0.3
S 0.498 -2.134 -1.996 0.3 0.0 0.2
O 0.190 -1.490 -3.237 -0.2 0.2 0.3
O 0.888 -3.512 -2.005 0.1 0.0 0.3
C -0.857 -1.913 -0.857 0.4 0.0 -0.4
C -2.071 -1.412 -1.287 0.0 0.0 -0.1
C -3.099 -1.280 -0.374 0.1 -0.1 0.2
C -2.907 -1.615 0.965 0.2 0.1 -0.2
C -1.654 -2.095 1.399 0.1 0.1 -0.4
C -0.649 -2.274 0.456 -0.3 0.0 0.1
N -1.510 -2.457 2.745 -0.4 -0.2 0.1
C -0.432 -2.239 3.571 0.2 0.2 -0.1
C 0.761 -1.517 2.998 0.1 0.1 0.2
O -0.473 -2.596 4.728 0.2 0.0 0.2
C -2.764 -2.871 3.350 -0.3 0.1 0.2
C -3.763 -1.736 3.161 0.2 -0.2 0.5
O -3.975 -1.470 1.786 0.1 0.0 -0.4
C 0.886 0.889 -1.433 0.2 -0.1 0.0
C 1.085 2.257 -1.514 0.1 0.3 0.0
H 2.238 5.230 -3.889 0.1 0.0 -0.1
H 0.617 5.829 -3.510 -0.1 0.1 -0.1
H 0.929 4.088 -3.589 -0.1 0.0 -0.1
H 0.799 4.924 -1.197 0.1 0.0 0.0
H 2.146 6.025 -1.547 -0.1 -0.1 0.0
H 4.436 2.334 -1.208 0.1 0.0 0.0
H 4.091 -0.107 -1.088 0.1 -0.1 0.0
H 2.587 -1.915 -1.172 0.0 -0.3 -0.1
H -2.194 -1.146 -2.324 -0.1 0.1 -0.1
H -4.069 -0.913 -0.668 -0.1 0.1 0.0
H 0.295 -2.715 0.724 0.1 0.0 0.2
H 1.253 -1.000 3.819 0.0 0.0 0.0
H 0.486 -0.808 2.223 0.1 0.0 -0.1
H 1.470 -2.236 2.593 0.1 0.0 -0.1
H -2.584 -3.067 4.408 -0.1 0.0 -0.2
H -3.125 -3.779 2.858 0.0 0.0 0.1
H -4.743 -1.988 3.571 0.1 0.0 0.0
H -3.388 -0.831 3.656 -0.1 -0.1 0.0
H -0.113 0.490 -1.503 -0.1 0.1 0.0
H 0.221 2.892 -1.635 -0.1 0.1 0.0
```
Positions in Å, forces in eV/Å.

---

Q: Which gap between HOMO and LUMO values were calculated for the entries above? A: 0.3191, 0.2081, 0.3167, in hartree.